Record 1
# C3H4N2O

C3H4N2O in the gas phase in a non-equilibrium geometry (wB97M-V/def2-TZVPD, the OMol25 dataset).

Element x y z (Å)
N -2.2404 0.1435 0.5050
C -0.9992 0.0715 0.2731
O -0.3806 -0.0754 -0.9477
C 1.1228 -0.1427 -0.9865
C 1.6221 -0.0240 0.3813
N 1.4455 0.0965 1.5196
H -2.3004 0.2509 1.5281
H -0.2701 0.1243 1.0728
H 1.5124 0.6769 -1.6078
H 1.4345 -1.1027 -1.4223

## Properties
* HOMO level: -10.251 eV
* gap between HOMO and LUMO: 10.60 eV
* total charge: 0
* strongest force on any atom: 1.817 eV Å⁻¹

---

Record 2
# C3H4N2O

C3H4N2O in the gas phase in a non-equilibrium geometry (wB97M-V/def2-TZVPD, the OMol25 dataset).

Element x y z (Å)
C 1.9110 -0.0437 -0.1279
C -1.8390 0.8659 -0.4191
C 0.9135 -0.8833 0.5652
N 2.7115 0.5968 -0.6479
N -0.8142 0.1612 -0.4141
O -0.2545 -0.1209 0.8138
H -2.3854 1.0470 -1.3819
H -2.3942 1.4608 0.3791
H 0.7006 -1.6405 -0.0852
H 1.4506 -1.4433 1.3181

## Properties
* HOMO level: -10.647 eV
* gap between HOMO and LUMO: 11.55 eV
* total charge: 0
* strongest force on any atom: 3.647 eV Å⁻¹

---

Record 3
# C3H4N2O

2 unconnected molecules or ions with the total composition C3H4N2O (wB97M-V/def2-TZVPD, the OMol25 dataset).

Element x y z (Å)
N 0.0596 0.1475 -1.7296
C -0.9000 0.5062 -0.8235
C -1.6997 0.7830 0.0330
O 0.8757 -0.7212 3.3001
N 1.1012 -0.7545 2.1164
C 1.3581 -0.8025 0.9868
H 0.5851 0.9416 -2.0778
H -0.3138 -0.3887 -2.5050
H -2.4134 1.0351 0.7849
H 1.3470 -0.7465 -0.0852

## Properties
* HOMO level: -9.468 eV
* gap between HOMO and LUMO: 10.06 eV
* total charge: 0
* strongest force on any atom: 0.833 eV Å⁻¹

---

Record 4
# C3H4N2O

A molecular structure, C3H4N2O in a non-equilibrium geometry (wB97M-V/def2-TZVPD, the OMol25 dataset).

Element x y z (Å)
N 1.3067 0.7588 -0.1168
C -0.0107 0.6654 -0.1925
O -0.7884 1.6797 -0.2729
C -0.8540 -0.5260 -0.1505
C -0.4245 -1.6301 0.6540
N -0.0566 -2.4975 1.3324
H 1.7604 1.6530 0.0009
H 1.8626 -0.0816 -0.0671
H -1.6017 0.7872 -0.0391
H -1.1938 -0.8089 -1.1482

## Properties
* HOMO level: -9.065 eV
* gap between HOMO and LUMO: 9.54 eV
* total charge: 0
* strongest force on any atom: 1.013 eV Å⁻¹

---

Record 5
# C3H4N2O

C3H4N2O in the gas phase in a non-equilibrium geometry (wB97M-V/def2-TZVPD, the OMol25 dataset).

Element x y z (Å)
N 2.2122 0.2706 -0.1650
C 1.1983 -0.1968 0.4078
O 0.1417 0.6327 0.6826
C -0.8814 0.5521 -0.2813
C -1.9735 -0.3555 0.1303
N -2.8682 -1.0139 0.4489
H 2.9147 -0.4514 -0.3090
H 1.0181 -1.2292 0.7299
H -0.4616 0.2391 -1.2426
H -1.3002 1.5523 -0.4017

## Properties
* HOMO level: -11.215 eV
* gap between HOMO and LUMO: 11.96 eV
* total charge: 0
* strongest force on any atom: 1.083 eV Å⁻¹

---

Record 6
# C3H4N2O

A molecular structure, C3H4N2O (wB97M-V/def2-TZVPD, the OMol25 dataset).

Element x y z (Å)
N -0.5593 -0.8721 -1.0554
C -0.0394 -0.4074 0.0707
C -0.7469 0.1481 1.1954
N -0.1353 1.2555 1.1253
C 1.2088 0.5031 0.0608
O 1.5561 1.0551 -0.9779
H 0.0220 -0.8474 -1.8841
H -1.5511 -1.0104 -1.1927
H -1.6422 -0.1272 1.7492
H 1.8873 0.3025 0.9087

## Properties
* HOMO level (alpha / beta): -8.745 / -8.746 eV
* gap between HOMO and LUMO (alpha / beta): 8.82 / 8.82 eV
* total charge: 0
* strongest force on any atom: 0.497 eV Å⁻¹